(1)
ORCA calculation (wB97M-V/def2-TZVPD) on a structure of composition C51H53F12N7O3SSr.

Charge: -2
HOMO-LUMO gap, eV: 4.5537
Maximum force, eV Å⁻¹: 0.6
2S+1: 1
ΔE to the lowest compared entry with this formula, charge and spin, kJ/mol: 0.0
DFT total energy, eV: -114604.710
HOMO level, eV: -0.7

Each line ends with the Mulliken charge.
Positions of all 128 atoms, in Å:
Sr (0.30996, 1.71831, 0.17815)  2.900
C (3.37072, 3.76683, -1.42534)  -0.985
C (2.03212, 4.21554, -1.99689)  -1.279
N (1.13809, 3.10409, -2.19229)  0.601
C (1.41811, 2.18749, -3.28826)  -2.361
C (1.45586, 0.71421, -2.90389)  1.610
C (1.24917, -0.20756, -3.96131)  -1.652
C (1.58624, -1.52516, -4.07742)  -1.791
C (1.66688, -1.98149, -1.60924)  -0.530
C (2.03757, -0.66515, -1.00969)  0.499
C (2.52279, -0.74087, 0.43088)  -2.020
N (2.59493, 0.52136, 1.15762)  0.781
C (3.88670, 1.16340, 1.24387)  -1.173
C (4.21074, 1.99739, 0.01779)  -0.621
N (3.23552, 3.04197, -0.18567)  0.457
N (1.90452, 0.44821, -1.64633)  1.261
H (3.83383, 3.08653, -2.14601)  0.418
H (4.04320, 4.64009, -1.35420)  0.397
H (1.55010, 4.91635, -1.30850)  0.450
H (2.24188, 4.77789, -2.92721)  0.389
H (0.17111, 3.39062, -2.11394)  0.150
H (0.68443, 2.31932, -4.09712)  0.444
H (2.38080, 2.49997, -3.72867)  0.275
H (0.74279, 0.23238, -4.82352)  0.172
H (1.22351, -2.11907, -4.90910)  0.379
H (1.96050, -2.79533, -0.92693)  0.936
H (1.81683, -1.35677, 0.98773)  0.204
H (3.50734, -1.25273, 0.47948)  0.063
H (2.18366, 0.42315, 2.07810)  -0.006
H (3.87975, 1.81420, 2.12364)  0.396
H (4.70403, 0.43423, 1.38808)  0.383
H (5.24654, 2.37746, 0.11687)  0.357
H (4.18283, 1.35200, -0.86476)  0.303
H (3.09866, 3.62672, 0.62909)  0.132
C (-1.18320, 0.43060, 7.62876)  -1.722
C (-1.41439, 0.70048, 6.16667)  0.688
C (-2.50650, 0.19491, 5.48857)  -1.477
C (-2.63372, 0.40807, 4.12774)  -0.501
C (-1.70219, 1.13467, 3.37494)  0.486
N (-2.08817, 1.33185, 2.03514)  1.095
C (-2.46946, 0.39510, 1.26488)  -1.831
C (-2.20514, -1.08770, 1.33489)  -0.184
C (-2.80349, -1.67672, 0.05879)  -1.205
C (-3.05208, -0.66432, -1.87740)  1.016
C (-3.80554, -1.06643, -3.13561)  -1.897
C (-2.56609, 0.73622, -2.01456)  -2.071
C (-2.94824, 1.57188, -1.04469)  -0.929
C (-2.59033, 3.09044, -1.11789)  2.322
O (-1.34566, 3.32729, -0.70764)  -1.549
C (-3.59191, 3.96340, -0.28659)  0.008
F (-3.38041, 3.83838, 1.01701)  0.071
F (-3.47623, 5.27947, -0.54037)  -0.318
F (-4.89407, 3.65843, -0.52908)  -0.312
C (-2.74128, 3.58815, -2.60693)  0.340
F (-1.86712, 2.98910, -3.43886)  -0.152
F (-2.48396, 4.89862, -2.74228)  -0.294
F (-3.97018, 3.38047, -3.13485)  -0.325
C (-0.65889, 1.77680, 4.08719)  -0.802
C (-0.53521, 1.50041, 5.44385)  -0.425
C (0.20813, 2.90741, 3.47527)  1.501
O (0.40583, 2.82196, 2.17261)  -1.427
C (1.62076, 3.00696, 4.15330)  0.309
F (2.44421, 3.78344, 3.43109)  -0.281
F (1.66172, 3.52432, 5.41269)  -0.307
F (2.20707, 1.79630, 4.22837)  -0.276
C (-0.56768, 4.23279, 3.79966)  0.266
F (0.12421, 5.32143, 3.40392)  -0.281
F (-0.82715, 4.42191, 5.12236)  -0.314
F (-1.74294, 4.25428, 3.17525)  -0.065
H (-2.07928, 0.01707, 8.09577)  0.411
H (-0.91324, 1.34219, 8.16683)  0.377
H (-0.37197, -0.28732, 7.77830)  0.285
H (-3.25842, -0.38749, 6.01197)  0.258
H (-3.50387, 0.01691, 3.61457)  0.305
H (-2.81339, -1.47099, 2.16317)  1.227
H (-3.23834, -2.65992, 0.24238)  0.775
H (-4.27528, -2.04714, -3.05552)  0.521
H (-3.11363, -1.10431, -3.98009)  0.385
H (-4.57869, -0.32493, -3.34853)  0.506
H (-2.00568, 1.02181, -2.89096)  0.466
H (0.26932, 1.96529, 5.99752)  0.528
C (5.03738, -3.62380, -2.47104)  -1.617
C (4.10756, -3.98633, -3.64247)  1.847
C (4.49887, -3.16206, -4.87883)  -1.662
C (4.31928, -5.46486, -3.96614)  -2.263
C (2.66715, -3.65295, -3.26877)  -0.536
C (1.70920, -4.58823, -3.19859)  -0.540
C (0.29891, -4.41468, -2.88110)  -1.585
C (-0.35545, -3.38543, -2.32317)  0.401
S (-2.08366, -3.37357, -2.08360)  -0.705
C (-2.02271, -1.70886, -1.30782)  1.214
N (-0.65464, -1.28316, -1.30571)  0.456
C (0.18080, -2.12785, -1.76215)  -0.619
C (2.37284, -2.20113, -2.99382)  1.512
C (-3.81218, -0.64948, -0.52369)  1.294
C (-5.22835, -1.10083, -0.54921)  -0.369
C (-6.19985, -0.48783, 0.12373)  -1.072
C (-5.90303, 0.69227, 0.92215)  -1.162
C (-4.69770, 1.25972, 0.91628)  -0.637
C (-3.51840, 0.73087, 0.13834)  2.480
H (6.05199, -3.97831, -2.67461)  0.486
H (4.69186, -4.09054, -1.54593)  0.325
H (5.08733, -2.54848, -2.30330)  0.311
H (5.54912, -3.33791, -5.13225)  0.479
H (4.35380, -2.09522, -4.71068)  0.261
H (3.88262, -3.44507, -5.73465)  0.326
H (5.37427, -5.64077, -4.19124)  0.425
H (3.73364, -5.76824, -4.83654)  0.433
H (4.04601, -6.10754, -3.12685)  0.423
H (1.96241, -5.61570, -3.43032)  0.350
H (-0.31140, -5.26682, -3.16980)  0.317
H (3.32638, -1.68180, -2.88251)  0.687
H (-5.44551, -1.99400, -1.12620)  0.377
H (-7.21369, -0.87116, 0.09683)  0.390
H (-6.68398, 1.11483, 1.54415)  0.442
H (-4.50397, 2.10078, 1.55950)  0.412
C (-1.28150, -3.69991, 2.39136)  -1.000
N (-0.53425, -2.51163, 2.65919)  0.135
C (-0.55126, -2.08686, 4.02839)  -1.010
C (-0.66546, -1.46385, 1.61207)  -1.046
O (0.07203, -0.39228, 1.82808)  -0.142
H (-0.91344, -4.53664, 2.99582)  0.399
H (-1.17378, -3.97035, 1.33517)  0.164
H (-2.36933, -3.60942, 2.60049)  0.242
H (0.08592, -2.73536, 4.64395)  0.444
H (-1.56015, -2.09946, 4.47880)  0.383
H (-0.16270, -1.06854, 4.07103)  0.127
H (-0.37294, -2.04864, 0.71901)  -0.316

Forces on the atoms, in the same order (eV/Å):
Sr 0.3 -0.5 -0.2
C 0.1 0.0 0.0
C 0.0 0.1 -0.1
N -0.1 -0.1 0.3
C 0.1 0.1 -0.1
C 0.0 -0.2 -0.2
C -0.2 0.2 0.0
C 0.0 0.0 -0.1
C 0.0 -0.1 0.1
C -0.2 0.0 -0.2
C 0.2 0.1 0.2
N 0.1 0.1 -0.1
C 0.0 0.0 0.0
C 0.1 0.0 0.0
N -0.2 -0.1 0.1
N 0.3 0.3 0.4
H 0.0 0.0 0.0
H 0.0 0.0 0.0
H 0.0 0.0 0.0
H 0.0 0.0 0.0
H -0.1 0.0 -0.1
H 0.0 0.0 0.0
H 0.0 0.0 0.0
H 0.0 0.0 0.0
H 0.0 0.0 0.0
H 0.0 0.1 0.1
H 0.0 -0.1 0.0
H 0.0 0.0 -0.2
H -0.2 -0.2 -0.1
H 0.0 0.0 0.0
H 0.0 0.0 0.0
H 0.0 0.0 0.0
H 0.0 0.0 0.0
H 0.1 0.0 0.0
C 0.0 0.0 0.0
C 0.0 0.0 0.0
C 0.0 0.0 -0.1
C 0.0 0.0 0.1
C 0.0 0.0 0.1
N -0.3 0.1 0.0
C 0.0 0.4 0.1
C -0.1 0.1 0.0
C 0.0 -0.1 0.0
C -0.1 -0.1 -0.1
C 0.0 0.0 0.0
C 0.0 0.1 0.1
C 0.0 -0.1 0.0
C 0.1 -0.1 0.2
O 0.1 0.1 -0.2
C 0.0 0.1 -0.1
F 0.0 -0.1 0.1
F 0.0 0.1 0.0
F -0.1 0.0 0.0
C -0.1 0.0 0.0
F 0.1 0.0 0.0
F 0.0 0.0 0.0
F -0.1 0.0 0.0
C -0.1 0.0 0.1
C 0.0 0.0 0.0
C -0.3 -0.1 -0.1
O 0.1 0.2 0.1
C 0.0 0.0 0.0
F 0.0 0.0 0.0
F 0.0 0.0 0.0
F 0.0 -0.1 0.0
C 0.1 0.1 0.1
F 0.0 0.0 0.0
F 0.0 0.0 0.0
F 0.0 0.0 0.0
H 0.0 0.0 0.0
H 0.0 0.0 0.0
H 0.0 0.0 0.0
H 0.0 0.0 0.0
H 0.0 0.0 0.0
H 0.1 0.0 0.0
H 0.0 0.0 0.0
H 0.0 0.0 0.0
H 0.0 0.0 0.0
H 0.0 0.0 0.0
H 0.0 -0.1 0.0
H 0.0 0.0 0.0
C 0.0 0.0 0.0
C 0.0 0.0 0.0
C 0.0 0.0 0.0
C 0.0 0.0 0.0
C -0.1 -0.1 0.0
C 0.2 0.1 0.0
C -0.2 -0.1 0.0
C 0.0 0.0 0.0
S -0.1 -0.1 0.0
C 0.0 0.2 0.1
N 0.0 0.0 0.0
C 0.1 0.0 -0.1
C 0.1 0.1 0.0
C 0.0 0.0 0.0
C -0.1 0.0 0.0
C 0.0 -0.1 -0.1
C 0.1 0.1 0.1
C -0.1 0.0 0.0
C 0.0 -0.1 0.0
H 0.0 0.0 0.0
H 0.0 0.0 0.0
H 0.0 0.0 0.0
H 0.0 0.0 0.0
H 0.0 0.0 0.0
H 0.0 0.0 0.0
H 0.0 0.0 0.0
H 0.0 0.0 0.0
H 0.0 0.0 0.0
H 0.0 0.0 0.0
H 0.0 0.0 0.0
H 0.0 0.0 0.0
H 0.0 0.0 0.0
H 0.0 0.0 0.0
H 0.0 0.0 0.0
H 0.0 0.1 0.0
C 0.0 -0.1 0.0
N 0.3 -0.1 0.0
C -0.1 0.0 0.1
C 0.0 -0.1 0.0
O 0.0 0.2 -0.1
H 0.0 0.0 0.0
H 0.0 0.0 0.0
H 0.0 0.0 0.0
H 0.0 0.0 0.0
H 0.0 0.0 0.0
H 0.0 0.0 0.0
H -0.1 0.0 0.0

(2)
ORCA calculation (wB97M-V/def2-TZVPD) on a structure of composition C51H54BrN4O6PRbS2Sb2.

Charge: -2
HOMO-LUMO gap, eV: 4.0065
Maximum force, eV Å⁻¹: 10.1
2S+1: 2
ΔE to the lowest compared entry with this formula, charge and spin, kJ/mol: 362.0
DFT total energy, eV: -186702.980
HOMO level, eV: -1.4

Each line ends with the Mulliken charge.
Positions of all 122 atoms, in Å:
Rb (7.18442, -19.28622, 10.36234)  0.548
C (11.31735, -19.60759, 8.08740)  -1.998
Sb (13.14119, -20.50165, 9.23947)  0.501
C (13.92325, -22.38136, 8.39170)  -0.849
C (14.21656, -19.16805, 7.90875)  -1.280
C (15.29841, -18.42306, 8.51082)  1.033
C (16.53291, -19.33526, 8.74752)  -1.164
C (17.64838, -18.65946, 9.16569)  -0.158
C (17.65220, -17.36106, 9.43779)  -0.880
C (16.55346, -16.55244, 9.12332)  -0.374
C (15.38606, -16.99037, 8.68030)  0.964
C (14.35636, -15.86468, 8.18547)  -1.363
Sb (13.02651, -14.89868, 9.74097)  0.674
C (13.92160, -15.52263, 11.67850)  -0.918
C (11.76269, -16.67688, 10.08057)  0.500
H (10.76503, -19.78039, 8.90131)  0.450
H (11.43590, -20.24137, 7.33539)  1.180
H (11.07645, -18.46977, 8.22568)  0.067
H (13.93446, -23.33127, 9.04725)  0.182
H (10.32566, -23.69668, 5.53441)  0.365
H (14.70539, -22.32240, 10.05502)  -0.051
H (13.38941, -18.46339, 7.57403)  0.042
H (14.55395, -19.57113, 7.05623)  0.825
H (16.58908, -20.34595, 8.54881)  0.562
H (18.46221, -19.29725, 9.03116)  0.379
H (18.65469, -16.80866, 9.71731)  0.145
H (16.65789, -15.48074, 9.11979)  0.239
H (13.46268, -16.32982, 7.47679)  0.286
H (15.08885, -14.74309, 7.93242)  0.210
H (12.78798, -15.66102, 12.37138)  0.190
H (14.56552, -14.64902, 12.47528)  0.245
H (14.18886, -16.75258, 11.54755)  0.264
H (11.47558, -16.09477, 11.26370)  -0.808
H (11.91266, -17.85729, 10.48500)  0.050
H (10.54145, -16.42583, 9.54965)  -0.098
O (9.45748, -13.70260, 12.42652)  -0.755
C (10.28388, -14.58136, 13.38387)  1.236
C (11.21501, -14.06933, 14.26596)  -0.468
C (11.90676, -14.83524, 15.08556)  -0.409
C (11.67098, -16.16995, 15.17501)  -0.733
C (10.63715, -16.76289, 14.40825)  -0.576
C (9.96137, -15.87770, 13.43354)  -0.063
C (9.11875, -16.63325, 12.51703)  0.053
O (9.10578, -17.87530, 12.37469)  -0.424
N (8.19114, -15.79464, 11.89713)  -0.556
N (7.45268, -16.38462, 10.96969)  0.575
C (6.46251, -15.74156, 10.51991)  -0.246
S (5.80651, -14.12993, 11.09753)  -0.173
C (4.21667, -14.31574, 10.34062)  -0.414
C (3.91606, -15.80963, 10.05316)  -1.155
S (5.37150, -16.50084, 9.24703)  0.015
H (8.56741, -14.25773, 12.18162)  0.526
H (11.48968, -12.82392, 14.07822)  0.089
H (12.57311, -14.36969, 15.70382)  0.560
H (12.18462, -16.93398, 15.98238)  0.116
H (10.27609, -17.79556, 14.34323)  0.506
H (4.02172, -13.53099, 9.41810)  0.209
H (3.33942, -13.75025, 10.81961)  0.365
H (3.23226, -15.81050, 9.36600)  0.549
H (3.71576, -16.22772, 10.89455)  0.443
O (5.86645, -21.54231, 11.49277)  -0.731
C (4.92090, -21.87552, 10.78587)  -0.036
O (3.99600, -21.28279, 10.26838)  -0.727
C (4.94688, -23.40227, 10.40531)  0.356
C (4.89371, -24.38667, 11.32692)  -0.193
C (4.74778, -25.69588, 10.94376)  -0.385
C (4.50042, -26.08746, 9.55519)  -1.229
C (4.52260, -25.02667, 8.67491)  0.049
C (4.87273, -23.71134, 9.01905)  0.524
P (5.30188, -22.34365, 7.92587)  0.830
C (6.92957, -22.98852, 7.11250)  0.719
C (6.64246, -24.06313, 6.20507)  -0.090
C (7.83437, -24.20376, 5.43138)  -0.143
C (9.02820, -23.45616, 5.38966)  -0.606
C (9.06925, -22.01154, 6.01503)  -1.171
C (7.93551, -22.05882, 7.09935)  0.952
C (4.08663, -22.17156, 6.62722)  0.205
C (4.44589, -21.97602, 5.37583)  -0.098
C (3.54110, -21.36371, 4.43872)  -0.847
C (2.22198, -21.22667, 4.82325)  -0.365
C (1.74819, -21.66614, 6.02166)  -0.953
C (2.69179, -22.14991, 6.99390)  -0.550
H (4.97748, -24.09221, 12.34718)  0.475
H (4.56470, -26.46368, 11.71613)  0.330
H (4.17458, -27.12228, 9.29288)  0.345
H (4.30018, -25.29519, 7.58059)  0.376
H (5.85759, -25.15032, 6.28808)  -0.089
H (7.87497, -25.25249, 4.90502)  0.238
H (9.12025, -23.40625, 4.24148)  0.314
H (13.57884, -20.65951, 18.89702)  0.002
H (7.84589, -20.92685, 7.17024)  -0.400
H (5.51718, -21.80371, 5.13327)  0.147
H (3.82540, -21.23062, 3.43615)  0.543
H (1.30958, -20.80826, 4.19368)  0.119
H (0.82091, -21.67808, 6.09932)  0.748
H (2.30995, -22.55377, 8.01009)  0.225
O (11.52142, -19.95665, 12.71472)  -0.679
H (11.86866, -20.24236, 11.84722)  0.147
H (10.69056, -19.31611, 12.65465)  0.368
Br (7.56514, -17.23909, 2.79392)  -0.218
C (7.83576, -17.74033, 4.65590)  0.260
C (8.45391, -16.77518, 5.63476)  -0.665
C (8.13806, -17.15320, 6.98420)  0.136
N (7.52969, -18.18208, 7.39846)  0.632
C (6.92581, -19.09271, 6.57710)  -0.437
C (6.87984, -18.71994, 5.12237)  -0.158
H (9.25026, -16.02017, 5.13755)  0.259
H (8.64745, -16.18504, 7.78659)  -0.077
H (6.11361, -19.90564, 6.70218)  0.266
H (6.24361, -19.33135, 4.16683)  0.006
O (10.01781, -21.66444, 10.67355)  -0.216
N (9.89026, -22.81099, 11.38377)  0.250
C (8.55190, -23.40334, 11.46281)  -0.029
C (8.44879, -24.59756, 12.23673)  -0.527
C (9.60147, -25.30341, 12.57076)  -0.151
C (10.83397, -24.71074, 12.48993)  -0.569
C (10.97925, -23.43713, 11.80108)  -0.071
H (7.40543, -22.97364, 11.15059)  0.268
H (7.64072, -25.28762, 11.83730)  0.111
H (9.39229, -26.33795, 12.90206)  0.334
H (11.97622, -25.21562, 12.75726)  0.158
H (11.92850, -23.19327, 11.59461)  0.488

Forces on the atoms, in the same order (eV/Å):
Rb 0.4 -0.2 0.2
C 1.9 4.4 3.3
Sb -0.4 0.0 0.1
C 1.7 0.0 2.9
C -3.0 3.2 1.8
C 3.1 -1.7 0.3
C -3.4 6.2 0.2
C -0.9 -3.1 -0.9
C 2.3 4.8 0.6
C 3.1 1.1 1.5
C -3.3 -1.7 -2.0
C 0.6 0.5 0.3
Sb 0.5 -2.4 0.5
C -1.9 -0.7 3.4
C -4.7 1.2 3.4
H -3.2 -2.5 2.5
H -0.8 -1.9 -3.8
H 1.6 -1.6 -1.8
H -1.5 0.7 -0.9
H -3.9 -0.1 0.1
H -0.4 0.5 -2.3
H 0.9 -0.8 0.5
H 1.2 -2.3 -3.0
H -0.6 -1.9 -0.6
H 2.1 -0.4 0.8
H -2.1 -1.2 -0.5
H 0.4 0.4 0.4
H 2.8 1.7 1.2
H -2.4 -3.8 -0.2
H 3.6 0.6 -2.0
H -1.5 -3.2 -2.8
H 0.1 3.7 0.7
H 0.3 -2.0 -3.4
H 0.0 3.3 -1.7
H 3.8 -1.3 1.4
O 1.5 -1.7 2.6
C -3.6 3.6 -3.0
C -0.5 6.4 -3.4
C 0.4 -0.9 0.8
C -1.0 -5.6 1.8
C 0.2 2.8 -1.4
C 1.8 -4.7 2.4
C -3.4 0.2 -1.9
O 0.7 0.8 0.4
N 1.5 -0.2 1.2
N -0.8 -0.2 -0.6
C -1.3 -0.2 -0.9
S 0.8 -0.5 0.3
C -2.6 2.9 -2.2
C 5.3 4.4 -2.1
S 0.8 0.6 1.1
H 2.4 0.1 0.6
H -0.9 -3.9 0.9
H 1.9 0.9 1.5
H -1.0 2.4 -2.1
H 0.7 0.4 0.5
H 1.4 -2.5 1.0
H 1.3 -1.5 1.0
H -4.4 -0.5 -3.6
H -1.5 -3.1 5.2
O 1.2 1.1 1.2
C 0.3 -2.9 -0.7
O -1.4 1.5 -0.2
C -0.3 1.9 -2.6
C 0.2 -0.9 0.5
C -1.4 -2.3 -1.3
C -0.1 0.9 2.9
C 0.2 -0.7 -2.8
C -0.7 -0.7 1.2
P 1.8 0.9 1.1
C -4.2 1.7 0.4
C 4.1 -3.2 -1.1
C -3.4 -6.5 1.1
C 3.8 3.9 -1.6
C -1.9 -3.3 1.1
C 2.4 2.0 -3.8
C -2.6 -1.9 3.5
C 1.0 3.6 -4.3
C -0.3 -1.6 1.6
C -2.0 1.2 -2.5
C 9.8 -1.3 1.9
C -1.4 -0.2 -0.2
H 0.0 -0.1 0.8
H 0.5 0.4 -0.4
H 0.5 1.1 0.2
H 0.3 0.7 1.6
H 2.4 4.3 -0.2
H 0.0 2.1 0.4
H 0.5 0.5 1.0
H 0.0 0.0 0.0
H -0.6 -1.9 2.0
H -0.6 -0.9 0.0
H 0.5 0.6 -1.0
H 2.5 -0.7 0.5
H -8.2 -0.1 1.6
H 1.0 0.9 -1.7
O -1.9 1.6 0.6
H -0.8 0.6 0.2
H 2.5 -2.0 -0.7
Br 0.7 -0.2 0.7
C -1.8 1.7 2.5
C -0.2 -2.8 -3.1
C 4.5 6.3 -0.5
N -2.6 -3.8 1.0
C -1.6 2.6 -4.8
C 1.2 -1.4 -0.9
H -2.2 -1.6 2.0
H -1.8 -3.5 -1.8
H 1.8 1.4 1.4
H 1.9 1.7 3.5
O -0.4 -2.2 1.4
N -2.9 2.6 -2.8
C -0.7 -0.4 2.1
C 0.0 0.2 -4.5
C 0.1 -1.0 1.5
C 3.6 0.3 -0.7
C -3.7 -4.3 2.7
H 4.0 -0.1 0.4
H 0.1 1.3 1.5
H 0.8 0.6 0.0
H -3.9 1.2 -0.7
H 2.9 2.0 -1.0